# 1
Here is 5 unconnected molecules or ions with the total composition C22H39BClF3O8 in a non-equilibrium geometry from the OMol25 dataset. Energies are from ωB97M-V/def2-TZVPD.

Properties
LUMO level: 0.418 eV
Orbital gap: 0.36242 hartree

The geometry in ORCA input format:
```
! wB97M-V def2-TZVPD RIJCOSX def2/J DEFGRID3
* xyz 0 1
C 7.070 -0.202 0.519
C 5.870 -1.238 0.379
O 5.395 -1.768 1.405
O 5.306 -1.571 -0.881
C 3.851 -1.513 -0.805
O 3.249 -2.530 -1.149
C 3.233 -0.131 -0.344
B 1.613 -0.051 -0.308
C 0.580 -1.262 -0.065
C -0.590 -0.930 0.980
C -0.346 -1.810 2.316
Cl -2.156 -1.605 0.226
C 0.947 1.449 -0.502
C 1.381 2.359 0.752
O 0.400 2.361 1.818
C 1.662 3.895 0.372
F 1.147 4.297 -0.879
F 1.055 4.750 1.329
F 3.063 4.113 0.334
H 7.353 0.309 -0.459
H 7.986 -0.709 0.995
H 6.715 0.591 1.271
H 3.584 0.656 -1.116
H 3.633 0.248 0.670
H 1.057 -2.254 0.239
H 0.078 -1.468 -1.085
H -0.729 0.177 1.203
H -1.217 -1.584 3.035
H -0.432 -2.924 2.067
H 0.646 -1.587 2.825
H -0.200 1.378 -0.542
H 1.362 1.886 -1.473
H 2.345 1.971 1.240
H -0.476 2.649 1.479
C -4.476 3.419 -0.134
C -3.424 3.160 0.909
O -2.728 2.162 0.871
C -3.264 4.183 2.003
H -4.479 2.601 -0.857
H -5.461 3.474 0.336
H -4.256 4.351 -0.659
H -4.194 4.272 2.568
H -2.991 5.149 1.571
H -2.470 3.867 2.683
C -2.636 6.432 -2.295
C -2.907 5.526 -3.467
O -4.022 5.096 -3.687
C -1.742 5.174 -4.353
H -3.565 6.600 -1.746
H -1.912 5.965 -1.624
H -2.260 7.395 -2.648
H -0.978 4.652 -3.773
H -1.326 6.081 -4.798
H -2.084 4.516 -5.155
C -1.160 -6.269 3.363
C -0.711 -5.343 4.462
O -0.282 -4.233 4.215
C -0.815 -5.845 5.878
H -1.029 -5.776 2.398
H -0.558 -7.180 3.376
H -2.217 -6.513 3.491
H -0.197 -6.737 6.002
H -1.856 -6.070 6.117
H -0.457 -5.073 6.562
C -0.779 -3.263 -4.428
C -0.338 -4.019 -3.202
O -0.218 -3.464 -2.128
C -0.050 -5.488 -3.360
H -0.950 -2.217 -4.166
H -0.001 -3.310 -5.193
H -1.711 -3.685 -4.809
H 0.759 -5.634 -4.078
H -0.950 -6.009 -3.695
H 0.257 -5.902 -2.398
*
```

Here is what Mulliken gives for the atomic charges, in e: C -0.892; C 0.618; O -0.508; O -0.395; C 0.284; O -0.462; C -0.349; B 0.100; C -0.456; C 0.883; C -1.180; Cl -0.258; C -0.462; C 0.121; O -0.533; C 0.765; F -0.260; F -0.256; F -0.275; H 0.282; H 0.314; H 0.258; H 0.303; H 0.351; H 0.262; H -0.004; H 0.013; H 0.361; H 0.258; H 0.261; H 0.261; H 0.370; H 0.048; H 0.159; C -0.958; C 0.892; O -0.504; C -1.138; H 0.271; H 0.368; H 0.127; H 0.395; H 0.297; H 0.275; C -1.062; C 0.897; O -0.559; C -0.989; H 0.277; H 0.191; H 0.428; H 0.212; H 0.332; H 0.300; C -0.975; C 0.784; O -0.475; C -1.134; H 0.200; H 0.326; H 0.318; H 0.326; H 0.333; H 0.292; C -1.136; C 0.797; O -0.447; C -1.156; H 0.252; H 0.345; H 0.346; H 0.347; H 0.345; H 0.276

=====

# 2
Here is a molecular structure, C3HEuO3 in a non-equilibrium geometry from the OMol25 dataset. Energies are from ωB97M-V/def2-TZVPD.

Properties
LUMO level (alpha / beta): -9.704 / -10.313 eV
⟨S²⟩: 12.046
Orbital gap (alpha / beta): 0.27925 / 0.27708 hartree
ΔE to the lowest compared entry with this formula, charge and spin: 18.2 kcal per mole

The geometry in ORCA input format:
```
! wB97M-V def2-TZVPD RIJCOSX def2/J DEFGRID3
* xyz 2 7
C 0.258 -1.487 -0.752
C 0.206 -0.562 0.023
O 0.253 -2.365 -1.703
H 0.893 -2.159 -2.400
O 0.002 0.266 1.473
C 0.251 1.166 0.523
O -0.726 1.953 0.336
Eu -1.138 3.188 2.500
*
```

Here is what natural (NBO) gives for the atomic charges, in e: C 0.532; C 0.007; O -0.555; H 0.555; O -0.438; C 0.724; O -0.762; Eu 1.936

=====

# 3
Here is a molecular structure, C6H12Br12ClN4O4S2 from the OMol25 dataset. Energies are from ωB97M-V/def2-TZVPD.

Properties
LUMO level: 0.680 eV
Orbital gap: 0.24545 hartree

The geometry in ORCA input format:
```
! wB97M-V def2-TZVPD RIJCOSX def2/J DEFGRID3
* xyz -1 1
N -0.243 -1.758 3.401
C -1.390 -1.220 2.633
N -0.889 -0.412 1.530
N -2.259 -2.234 2.080
C -2.142 -0.343 3.645
S -3.604 0.598 3.161
O -3.085 1.869 2.709
O -4.438 0.621 4.348
N -4.256 -0.137 1.937
S -5.451 -1.121 2.073
O -6.740 -0.512 1.954
O -5.285 -2.155 3.056
Cl -5.216 -2.119 0.228
H -0.570 -2.487 4.030
H 0.393 -2.211 2.747
H 0.078 -0.640 1.339
H -0.947 0.577 1.739
H -2.338 -3.066 2.650
H -2.007 -2.459 1.127
H -1.461 0.439 3.980
H -2.423 -0.939 4.513
C -3.051 3.356 5.812
Br -2.290 1.877 6.772
Br -3.831 4.630 7.039
Br -1.772 4.189 4.657
H -3.847 2.963 5.188
C 2.410 -1.732 -1.312
Br 2.995 -0.370 -2.537
Br 2.720 -1.211 0.516
Br 0.572 -2.201 -1.594
H 3.011 -2.611 -1.499
C 4.938 0.985 -5.862
Br 4.409 2.351 -4.617
Br 6.395 -0.064 -5.177
Br 3.452 -0.115 -6.375
H 5.295 1.483 -6.750
C 6.656 1.256 -9.931
Br 7.000 -0.521 -9.291
Br 4.873 1.424 -10.622
Br 6.995 2.563 -8.558
H 7.344 1.457 -10.740
*
```

Here is what natural (NBO) gives for the atomic charges, in e: N -0.857; C 0.398; N -0.847; N -0.843; C -0.699; S 2.339; O -0.994; O -0.993; N -1.248; S 2.310; O -0.923; O -0.937; Cl -0.347; H 0.348; H 0.346; H 0.352; H 0.383; H 0.355; H 0.376; H 0.243; H 0.238; C -0.493; Br 0.084; Br 0.050; Br 0.094; H 0.262; C -0.506; Br 0.086; Br 0.081; Br 0.114; H 0.221; C -0.509; Br 0.095; Br 0.086; Br 0.100; H 0.222; C -0.504; Br 0.103; Br 0.101; Br 0.088; H 0.227

=====

How do the records compare in E_tot? In the order shown, they have -2248.186787, -1049.970480, -32900.578131 Eh.